2 unconnected molecules or ions with the total composition C5H10O2 at a distorted geometry, computed with wB97M-V/def2-TZVPD.

Atoms and positions in Å:
C  2.056  -0.011  -0.758
C  0.854  0.379  0.092
O  0.069  1.330  -0.625
C  -1.250  1.361  -0.068
C  -1.461  -0.017  0.619
C  -0.170  -0.715  0.396
O  0.019  -1.938  -0.077
H  2.649  0.882  -0.979
H  1.741  -0.432  -1.722
H  2.704  -0.723  -0.233
H  1.209  0.822  1.042
H  -1.955  1.532  -0.890
H  -1.340  2.190  0.649
H  -1.710  0.112  1.673
H  -2.244  -0.726  0.256
H  -1.985  -2.246  1.245
H  0.811  -1.946  -0.651

Maximum force   2.7 eV/Å
Net charge   0
Orbital gap (alpha / beta)   6.508 / 10.568 eV
Electronic energy   -346.79837 hartree



A single C5H10O2 molecule, computed with wB97M-V/def2-TZVPD.

Atoms and positions in Å:
C  2.078  1.053  -0.350
O  0.675  0.949  -0.385
C  0.247  -0.378  -0.477
C  0.364  -1.253  0.782
O  -1.034  -1.553  0.747
C  -1.269  -0.587  -0.305
C  -2.078  0.592  0.189
H  2.503  0.536  0.524
H  2.537  0.634  -1.259
H  2.322  2.116  -0.283
H  0.659  -0.854  -1.379
H  0.644  -0.677  1.676
H  0.982  -2.157  0.718
H  -1.760  -1.065  -1.161
H  -2.550  1.132  -0.638
H  -2.866  0.219  0.851
H  -1.454  1.293  0.749

Maximum force   0.4 eV/Å
Net charge   0
Orbital gap   10.648 eV
Electronic energy   -346.93292 hartree



A single C5H10O2 molecule, computed with wB97M-V/def2-TZVPD.

Atoms and positions in Å:
C  1.863  0.583  -0.722
C  1.064  -0.551  -0.108
C  0.492  -0.244  1.281
O  -0.773  -0.874  1.268
C  -1.241  -0.765  -0.057
C  -2.042  0.507  -0.285
O  -0.100  -0.799  -0.894
H  2.164  0.328  -1.742
H  2.765  0.798  -0.137
H  1.248  1.489  -0.764
H  1.665  -1.470  -0.079
H  0.394  0.842  1.432
H  1.079  -0.666  2.101
H  -1.851  -1.653  -0.259
H  -1.454  1.391  -0.015
H  -2.321  0.590  -1.340
H  -2.953  0.494  0.321

Maximum force   0.3 eV/Å
Net charge   0
Orbital gap   10.820 eV
Electronic energy   -346.97810 hartree



A single C5H10O2 molecule, computed with wB97M-V/def2-TZVPD.

Atoms and positions in Å:
C  2.075  -0.100  -0.468
C  0.833  0.226  0.335
O  0.143  1.323  -0.288
C  -1.255  1.079  -0.271
C  -1.456  -0.020  0.768
C  -0.231  -0.877  0.439
O  -0.413  -1.582  -0.775
H  2.653  0.815  -0.633
H  1.798  -0.528  -1.434
H  2.707  -0.816  0.067
H  1.119  0.523  1.358
H  -1.602  0.715  -1.263
H  -1.784  2.016  -0.086
H  -1.367  0.375  1.787
H  -2.406  -0.551  0.671
H  0.010  -1.627  1.197
H  -0.823  -0.971  -1.405

Maximum force   0.4 eV/Å
Net charge   0
Orbital gap   10.626 eV
Electronic energy   -346.97555 hartree



A single C5H10O2 molecule, computed with wB97M-V/def2-TZVPD.

Atoms and positions in Å:
C  -2.403  -0.432  -0.061
C  -1.101  0.151  -0.607
C  0.117  -0.158  0.270
O  0.586  -1.479  0.035
C  1.243  0.880  0.082
C  2.542  0.331  0.614
O  3.419  -0.094  -0.101
H  -3.206  -0.381  -0.802
H  -2.280  -1.480  0.232
H  -2.741  0.126  0.820
H  -0.882  -0.264  -1.602
H  -1.204  1.234  -0.742
H  -0.171  -0.176  1.328
H  1.071  -1.475  -0.806
H  0.981  1.809  0.604
H  1.383  1.109  -0.981
H  2.647  0.299  1.719

Maximum force   0.5 eV/Å
Net charge   0
Orbital gap   10.860 eV
Electronic energy   -346.97494 hartree



A single C5H10O2 molecule, computed with wB97M-V/def2-TZVPD.

Atoms and positions in Å:
O  2.773  -0.220  -0.725
C  1.737  -0.775  0.048
C  0.374  -0.421  -0.526
C  -0.815  -0.878  0.327
C  -1.789  0.296  0.203
C  -0.826  1.475  0.134
O  0.290  1.009  -0.614
H  2.530  0.709  -0.852
H  1.783  -0.428  1.094
H  1.877  -1.862  0.048
H  0.312  -0.811  -1.551
H  -0.504  -1.005  1.372
H  -1.231  -1.828  -0.019
H  -2.491  0.377  1.039
H  -2.364  0.221  -0.727
H  -0.511  1.775  1.146
H  -1.240  2.352  -0.373

Maximum force   0.4 eV/Å
Net charge   0
Orbital gap   10.689 eV
Electronic energy   -346.97707 hartree



A gas-phase ion, C5H10O2 (charge +1) at a distorted geometry, computed with wB97M-V/def2-TZVPD.

Atoms and positions in Å:
C  1.392  1.218  0.772
O  2.530  0.396  1.174
C  0.855  0.788  -0.608
C  -0.803  1.068  -0.723
C  -1.476  -0.087  0.100
C  -1.110  -1.470  -0.341
O  -1.926  -2.360  -0.636
H  0.579  1.194  1.565
H  1.709  2.311  0.782
H  3.343  0.926  1.126
H  1.420  1.240  -1.459
H  1.088  -0.377  -0.535
H  -0.910  2.111  -0.223
H  -1.111  1.180  -1.742
H  -1.475  -0.158  1.189
H  -2.538  0.105  -0.123
H  -0.084  -1.937  -0.090

Maximum force   5.2 eV/Å
Net charge   +1
Orbital gap (alpha / beta)   7.758 / 4.543 eV
Spin multiplicity   2
Electronic energy   -346.56029 hartree



A molecular structure, C5H10O2Pb at a distorted geometry, computed with wB97M-V/def2-TZVPD.

Atoms and positions in Å:
C  2.686  0.254  0.083
O  1.782  -0.843  -0.083
C  0.848  -1.057  0.944
C  -0.544  -1.143  0.361
O  -0.914  0.131  -0.194
C  -2.215  0.225  -0.617
C  -2.818  1.396  -0.794
H  2.841  0.507  1.147
H  3.570  0.024  -0.534
H  0.859  -0.283  1.731
H  1.084  -2.023  1.416
H  -1.255  -1.400  1.159
H  -0.585  -1.900  -0.436
H  -2.692  -0.734  -0.841
H  -2.276  2.339  -0.725
H  -3.872  1.411  -1.065
H  2.725  1.769  -0.291
Pb  0.777  1.327  -1.261

Maximum force   2.9 eV/Å
Net charge   0
Orbital gap (alpha / beta)   5.698 / 5.200 eV
Electronic energy   -539.58583 hartree



Computed values of ΔE to the lowest compared entry with this formula, charge and spin (unit: kJ/mol) for the preceding records, in sequence: 596.2; 242.9; 124.3; 131.0; 132.6; 127.0; 262.0; 278.6.